Entry 1:
A structure of composition C5H12N2. Source: the OMol25 dataset; level of theory: ωB97M-V/def2-TZVPD.

Summary:
frontier orbital gap (spin up / spin down) = 7.2 / 7.2 eV
HOMO (spin up / spin down) = -7.7 / -7.7 eV
net charge = 0

Atoms and positions in Å:
C  1.40  1.71  -0.33
C  0.96  -1.89  0.21
C  0.47  -0.46  0.30
N  1.01  0.38  -0.74
H  0.58  -0.06  1.31
H  2.24  1.67  0.38
H  0.59  2.26  0.16
H  1.71  2.30  -1.19
H  2.00  -1.96  0.54
H  0.35  -2.55  0.82
H  0.92  -2.27  -0.82
C  -1.83  0.64  0.71
C  -1.02  -0.27  -0.22
N  -1.63  -1.27  -0.82
H  -1.47  -1.26  -1.83
H  -0.20  0.46  -1.29
H  -2.78  0.90  0.23
H  -2.03  0.12  1.64
H  -1.28  1.55  0.94

=====

Entry 2:
An isolated molecule of C5H12N2. Source: the OMol25 dataset; level of theory: ωB97M-V/def2-TZVPD.

Summary:
frontier orbital gap = 9.8 eV
structure (SMILES) = C=NCC[C@H](C)N
HOMO = -8.6 eV
net charge = 0

Atoms and positions in Å:
C  -1.02  -2.35  1.67
N  -0.47  -1.59  0.83
C  -1.24  -0.51  0.28
C  -0.44  0.81  0.30
C  0.80  0.69  -0.59
C  1.84  1.78  -0.30
N  0.45  0.67  -2.00
H  -2.03  -2.12  2.03
H  -0.42  -3.21  1.95
H  -1.50  -0.74  -0.76
H  -2.21  -0.30  0.78
H  -1.02  1.63  -0.09
H  -0.13  0.92  1.34
H  1.26  -0.28  -0.38
H  2.52  1.86  -1.14
H  1.33  2.76  -0.23
H  2.24  1.72  0.72
H  0.96  0.15  -2.68
H  -0.14  1.42  -2.33

=====

Entry 3:
An isolated molecule of C5H12N2. Source: the OMol25 dataset; level of theory: ωB97M-V/def2-TZVPD.

Summary:
frontier orbital gap = 8.8 eV
structure (SMILES) = C=C(CCN)NC
HOMO = -7.8 eV
net charge = 0

Atoms and positions in Å:
C  0.87  -1.31  1.26
C  -0.05  -0.81  0.43
C  -0.60  0.57  0.61
C  0.28  1.66  -0.05
N  1.58  1.88  0.60
N  -0.50  -1.57  -0.65
C  -1.16  -1.01  -1.80
H  1.12  -0.78  2.17
H  1.30  -2.30  1.25
H  -0.65  0.80  1.66
H  -1.63  0.65  0.26
H  0.43  1.48  -1.11
H  -0.26  2.59  0.10
H  1.43  2.35  1.48
H  2.00  0.98  0.82
H  -0.09  -2.47  -0.76
H  -0.47  -0.50  -2.48
H  -1.96  -0.37  -1.45
H  -1.64  -1.83  -2.33

=====

E_tot in eV, matching the order above: -8355.0884; -8358.7532; -8358.9758
Maximum force in Eh/bohr, matching the order above: 0.115; 0.032; 0.022